[1]
{"formula": "C38H66BF10N12O6S2", "method": "ωB97M-V with the def2-TZVPD basis set", "species": ["C", "C", "N", "C", "C", "N", "C", "C", "H", "H", "H", "H", "H", "H", "H", "H", "H", "H", "H", "C", "C", "N", "C", "C", "N", "C", "C", "H", "H", "H", "H", "H", "H", "H", "H", "H", "H", "H", "C", "C", "N", "C", "C", "N", "C", "C", "H", "H", "H", "H", "H", "H", "H", "H", "H", "H", "H", "C", "C", "N", "C", "C", "N", "C", "C", "H", "H", "H", "H", "H", "H", "H", "H", "H", "H", "H", "C", "C", "N", "C", "C", "N", "C", "C", "H", "H", "H", "H", "H", "H", "H", "H", "H", "H", "H", "C", "C", "N", "C", "C", "N", "C", "C", "H", "H", "H", "H", "H", "H", "H", "H", "H", "H", "H", "B", "F", "F", "F", "F", "C", "F", "F", "F", "S", "O", "O", "O", "C", "F", "F", "F", "S", "O", "O", "O"], "xyz": [[-7.904, -0.162, 4.317], [-6.861, -0.830, 3.409], [-6.091, 0.140, 2.640], [-6.528, 1.028, 1.687], [-5.438, 1.711, 1.285], [-4.342, 1.192, 1.917], [-4.801, 0.366, 2.853], [-2.928, 1.592, 1.796], [-7.489, 0.581, 4.992], [-8.265, -0.968, 4.957], [-8.722, 0.221, 3.714], [-7.318, -1.571, 2.753], [-6.208, -1.440, 4.032], [-7.556, 1.029, 1.372], [-5.334, 2.452, 0.512], [-4.215, -0.250, 3.514], [-2.822, 2.653, 1.596], [-2.482, 1.016, 0.992], [-2.502, 1.324, 2.756], [-0.543, -6.215, 3.433], [-1.058, -5.149, 4.389], [-0.465, -3.878, 3.964], [-0.837, -3.120, 2.876], [-0.145, -1.972, 2.948], [0.578, -1.999, 4.102], [0.402, -3.182, 4.681], [1.554, -1.009, 4.491], [-1.099, -6.146, 2.482], [-0.778, -7.261, 3.641], [0.482, -6.153, 3.072], [-0.832, -5.352, 5.435], [-2.147, -5.124, 4.361], [-1.563, -3.517, 2.184], [-0.205, -1.099, 2.321], [0.537, -3.341, 5.739], [1.162, -0.210, 5.113], [1.945, -0.563, 3.577], [2.454, -1.425, 4.934], [2.086, -0.666, -4.081], [1.635, -1.040, -2.660], [1.655, -2.440, -2.309], [2.590, -3.334, -2.759], [2.412, -4.473, -2.060], [1.380, -4.262, -1.177], [0.903, -3.031, -1.381], [0.855, -5.202, -0.183], [2.409, 0.372, -4.123], [1.280, -0.826, -4.797], [2.933, -1.263, -4.427], [0.627, -0.637, -2.652], [2.316, -0.553, -1.965], [3.388, -3.296, -3.480], [3.033, -5.350, -2.078], [0.024, -2.678, -0.872], [-0.178, -5.406, -0.468], [0.940, -4.748, 0.799], [1.435, -6.117, -0.245], [1.488, 4.002, 4.272], [1.976, 4.653, 2.985], [0.914, 5.032, 2.044], [-0.189, 5.753, 2.418], [-0.867, 6.099, 1.307], [-0.176, 5.515, 0.257], [0.902, 4.930, 0.733], [-0.557, 5.665, -1.138], [2.263, 4.020, 5.038], [1.381, 2.932, 4.085], [0.607, 4.514, 4.637], [2.717, 4.098, 2.410], [2.525, 5.563, 3.242], [-0.419, 5.929, 3.452], [-1.814, 6.573, 1.129], [1.626, 4.469, 0.082], [0.180, 6.297, -1.638], [-1.575, 6.002, -1.283], [-0.474, 4.700, -1.648], [-2.719, 1.264, -8.474], [-1.891, 0.250, -7.675], [-2.294, 0.374, -6.244], [-3.454, -0.091, -5.696], [-3.397, 0.185, -4.380], [-2.252, 0.885, -4.137], [-1.553, 0.883, -5.270], [-1.793, 1.276, -2.821], [-3.798, 1.217, -8.418], [-2.317, 1.375, -9.480], [-2.390, 2.221, -8.042], [-0.843, 0.515, -7.716], [-2.201, -0.770, -7.892], [-4.235, -0.529, -6.292], [-4.116, -0.038, -3.609], [-0.525, 1.146, -5.449], [-1.001, 2.028, -2.858], [-1.305, 0.441, -2.317], [-2.595, 1.717, -2.238], [4.019, 1.378, 1.910], [5.142, 2.172, 1.243], [5.074, 2.196, -0.232], [4.234, 1.481, -1.054], [4.473, 1.932, -2.318], [5.550, 2.764, -2.239], [5.941, 2.865, -0.978], [6.287, 3.301, -3.389], [3.108, 1.862, 1.553], [4.198, 1.508, 2.975], [3.985, 0.326, 1.650], [6.119, 1.753, 1.484], [5.102, 3.206, 1.583], [3.374, 0.989, -0.630], [4.107, 1.646, -3.286], [6.795, 3.477, -0.740], [7.151, 3.801, -2.950], [5.771, 4.046, -3.985], [6.649, 2.470, -3.988], [0.677, 0.760, 0.456], [0.038, 1.170, 1.653], [1.201, 1.869, -0.265], [1.680, -0.156, 0.786], [-0.279, 0.060, -0.319], [-3.320, -1.676, 0.078], [-4.193, -2.262, 0.899], [-3.817, -0.528, -0.342], [-2.253, -1.456, 0.852], [-2.925, -2.905, -1.262], [-2.437, -4.063, -0.546], [-4.198, -3.047, -1.930], [-1.894, -2.316, -2.124], [3.955, -3.015, 1.545], [3.846, -3.704, 2.697], [2.728, -2.728, 1.067], [4.564, -1.842, 1.870], [4.957, -4.062, 0.399], [5.002, -3.321, -0.856], [6.243, -4.188, 1.025], [4.152, -5.275, 0.411]], "spin_multiplicity": 1, "homo_energy_ev": -13.06, "relative_energy_kcal_mol": 0.0, "gap_ev": 6.87, "total_energy_ha": -4415.371297, "total_charge": 3}

=====

[2]
{"formula": "C38H67N6O", "method": "ωB97M-V with the def2-TZVPD basis set", "species": ["C", "C", "C", "C", "C", "C", "C", "C", "C", "C", "C", "C", "C", "C", "C", "C", "C", "C", "C", "C", "C", "C", "N", "C", "C", "C", "C", "C", "O", "C", "H", "H", "H", "H", "H", "H", "H", "H", "H", "H", "H", "H", "H", "H", "H", "H", "H", "H", "H", "H", "H", "H", "H", "H", "H", "H", "H", "H", "H", "H", "H", "H", "H", "H", "H", "H", "H", "H", "H", "H", "H", "H", "H", "H", "H", "H", "H", "H", "H", "H", "H", "H", "C", "C", "N", "H", "H", "H", "C", "C", "N", "H", "H", "H", "C", "C", "N", "H", "H", "H", "C", "C", "N", "H", "H", "H", "C", "C", "N", "H", "H", "H"], "xyz": [[-1.278, -0.502, 4.782], [-1.923, -1.801, 4.034], [-0.827, -2.897, 3.630], [-1.345, -4.057, 2.642], [-2.297, -3.567, 1.439], [-1.846, -4.163, -0.016], [-1.082, -3.059, -0.920], [-1.426, -3.149, -2.487], [-0.251, -2.462, -3.397], [-0.779, -1.164, -4.178], [-1.038, 0.129, -3.215], [0.256, 1.123, -3.199], [-0.138, 2.550, -2.566], [0.852, 3.099, -1.429], [2.427, 2.937, -1.781], [3.380, 3.391, -0.567], [3.864, 2.194, 0.383], [4.649, 1.004, -0.361], [4.773, -0.200, 0.673], [6.001, -0.256, 1.665], [7.175, 0.825, 1.707], [6.101, -1.452, 2.639], [5.063, -2.475, 2.663], [3.930, -2.454, 1.775], [3.702, -1.320, 0.711], [2.430, -1.445, -0.245], [1.375, -0.241, -0.137], [0.603, -0.161, 1.286], [-0.080, 1.119, 1.296], [-1.500, 0.990, 1.041], [-0.531, -0.784, 5.597], [-0.816, 0.245, 4.049], [-2.172, 0.036, 5.273], [-2.533, -1.381, 3.167], [-2.640, -2.285, 4.782], [0.162, -2.443, 3.235], [-0.525, -3.427, 4.617], [-0.401, -4.510, 2.145], [-1.860, -4.856, 3.279], [-3.334, -4.043, 1.634], [-2.361, -2.437, 1.299], [-1.242, -5.138, 0.094], [-2.787, -4.458, -0.625], [0.042, -3.204, -0.775], [-1.348, -2.010, -0.556], [-1.625, -4.226, -2.857], [-2.369, -2.515, -2.713], [0.701, -2.286, -2.778], [0.049, -3.238, -4.204], [-0.039, -0.808, -4.984], [-1.769, -1.423, -4.718], [-1.170, -0.319, -2.153], [-2.010, 0.668, -3.470], [0.507, 1.304, -4.307], [1.078, 0.557, -2.648], [-0.340, 3.303, -3.416], [-1.167, 2.402, -2.052], [0.677, 4.244, -1.376], [0.603, 2.705, -0.381], [2.623, 3.694, -2.634], [2.696, 1.913, -2.214], [2.735, 4.090, 0.096], [4.286, 4.012, -0.879], [3.010, 1.749, 0.996], [4.608, 2.642, 1.150], [5.729, 1.364, -0.574], [4.192, 0.658, -1.346], [6.816, 1.835, 2.128], [7.988, 0.437, 2.419], [7.679, 0.934, 0.680], [6.986, -1.573, 3.366], [5.150, -3.269, 3.313], [3.169, -3.308, 1.844], [2.787, -1.577, -1.323], [1.871, -2.402, 0.080], [1.786, 0.785, -0.428], [0.544, -0.473, -0.911], [1.303, -0.187, 2.188], [-0.123, -1.059, 1.287], [-1.809, 0.026, 0.510], [-2.125, 1.119, 2.008], [-1.850, 1.855, 0.355], [-3.097, 4.063, 5.622], [-3.322, 3.367, 4.352], [-3.500, 2.821, 3.354], [-3.861, 4.822, 5.807], [-3.114, 3.372, 6.468], [-2.129, 4.569, 5.637], [-3.350, -6.954, -2.517], [-3.916, -5.754, -3.139], [-4.362, -4.810, -3.628], [-3.719, -7.865, -2.994], [-2.260, -6.968, -2.588], [-3.607, -7.016, -1.457], [-5.250, -1.797, -3.923], [-4.856, -0.397, -4.102], [-4.545, 0.703, -4.243], [-6.188, -2.021, -4.437], [-4.495, -2.481, -4.315], [-5.392, -2.043, -2.868], [-5.683, 6.875, 3.935], [-5.023, 7.068, 5.229], [-4.504, 7.220, 6.250], [-5.136, 7.368, 3.128], [-5.760, 5.816, 3.676], [-6.697, 7.284, 3.936], [3.470, 4.479, -5.806], [4.156, 4.687, -4.527], [4.694, 4.850, -3.522], [3.988, 4.984, -6.625], [3.411, 3.419, -6.062], [2.448, 4.865, -5.781]], "spin_multiplicity": 1, "homo_energy_ev": -11.58, "gap_ev": 7.56, "total_energy_ha": -1891.333513, "total_charge": 1}

=====

[3]
{"formula": "C38H69F8N9O7", "method": "ωB97M-V with the def2-TZVPD basis set", "species": ["H", "N", "C", "C", "C", "C", "N", "C", "C", "O", "C", "C", "F", "F", "C", "F", "F", "C", "F", "F", "C", "F", "F", "C", "C", "N", "C", "C", "C", "C", "C", "C", "C", "H", "H", "H", "H", "H", "H", "H", "H", "H", "H", "H", "H", "H", "H", "H", "H", "H", "H", "H", "H", "H", "H", "H", "H", "H", "H", "C", "N", "C", "C", "O", "H", "H", "H", "H", "H", "H", "H", "C", "N", "C", "C", "O", "H", "H", "H", "H", "H", "H", "H", "C", "N", "C", "C", "O", "H", "H", "H", "H", "H", "H", "H", "C", "N", "C", "C", "O", "H", "H", "H", "H", "H", "H", "H", "C", "N", "C", "C", "O", "H", "H", "H", "H", "H", "H", "H", "C", "N", "C", "C", "O", "H", "H", "H", "H", "H", "H", "H"], "xyz": [[6.118, -1.166, 5.902], [5.791, -2.077, 5.521], [5.448, -1.967, 4.249], [4.904, -3.189, 3.355], [3.307, -3.422, 3.430], [3.093, -5.037, 3.447], [2.845, -6.226, 3.382], [2.669, -2.888, 2.051], [2.331, -1.306, 2.160], [2.548, -0.576, 0.916], [1.504, 0.400, 0.736], [2.004, 1.726, -0.077], [1.918, 1.407, -1.471], [3.360, 2.082, 0.201], [0.934, 2.880, 0.249], [0.857, 3.705, -0.947], [-0.409, 2.391, 0.443], [1.342, 3.876, 1.445], [2.178, 4.976, 1.017], [0.105, 4.508, 1.875], [1.955, 3.166, 2.756], [2.937, 4.098, 3.301], [0.939, 3.020, 3.752], [2.603, -2.857, 4.767], [3.153, -3.771, 5.995], [3.443, -4.609, 6.826], [0.982, -3.009, 4.778], [0.239, -1.871, 5.644], [-0.311, -0.616, 4.793], [-1.721, -0.914, 4.025], [-1.528, -1.438, 2.511], [-2.938, -1.472, 1.675], [-2.986, -0.337, 0.516], [5.574, -0.910, 3.780], [5.500, -4.172, 3.525], [5.141, -2.897, 2.253], [1.650, -3.420, 1.898], [3.300, -3.136, 1.128], [2.974, -0.783, 2.978], [1.209, -1.231, 2.401], [1.043, 0.795, 1.717], [0.631, -0.057, 0.117], [2.529, 2.196, 2.568], [2.824, -1.758, 5.001], [0.517, -3.101, 3.736], [0.775, -4.019, 5.316], [-0.612, -2.268, 6.306], [1.039, -1.444, 6.373], [-0.569, 0.209, 5.571], [0.476, -0.137, 4.097], [-2.236, 0.127, 3.936], [-2.444, -1.557, 4.651], [-0.832, -0.726, 1.937], [-1.098, -2.499, 2.425], [-3.850, -1.450, 2.379], [-2.996, -2.494, 1.126], [-3.083, 0.714, 0.959], [-2.001, -0.408, -0.100], [-3.837, -0.629, -0.197], [5.434, 4.006, 5.655], [5.136, 2.627, 5.332], [5.435, 1.510, 6.049], [6.168, 1.685, 7.351], [5.107, 0.403, 5.628], [4.492, 4.555, 5.709], [6.046, 4.421, 4.852], [5.964, 4.103, 6.602], [4.645, 2.432, 4.471], [6.335, 0.709, 7.808], [7.139, 2.155, 7.175], [5.573, 2.290, 8.039], [0.472, 2.553, -4.629], [-0.406, 1.553, -4.060], [-1.204, 0.664, -4.711], [-1.202, 0.688, -6.215], [-1.894, -0.124, -4.071], [1.488, 2.352, -4.283], [0.156, 3.533, -4.265], [0.452, 2.548, -5.718], [-0.459, 1.478, -3.053], [-1.883, -0.075, -6.591], [-1.541, 1.663, -6.574], [-0.199, 0.473, -6.592], [-2.922, -5.518, -6.203], [-1.572, -5.067, -6.474], [-0.970, -3.917, -6.064], [-1.772, -2.964, -5.220], [0.191, -3.685, -6.385], [-2.864, -6.478, -5.686], [-3.434, -5.655, -7.157], [-3.478, -4.811, -5.592], [-0.973, -5.656, -7.036], [-1.163, -2.097, -4.972], [-2.650, -2.621, -5.772], [-2.075, -3.450, -4.290], [-7.725, -7.203, -3.323], [-6.765, -6.993, -4.385], [-6.750, -6.007, -5.326], [-7.855, -4.986, -5.292], [-5.856, -5.973, -6.162], [-7.193, -7.172, -2.370], [-8.169, -8.192, -3.454], [-8.512, -6.451, -3.323], [-5.994, -7.640, -4.470], [-7.709, -4.268, -6.099], [-8.822, -5.474, -5.434], [-7.839, -4.447, -4.342], [0.590, 7.608, 6.085], [-0.291, 6.613, 6.657], [-1.093, 5.723, 6.007], [-1.092, 5.744, 4.503], [-1.783, 4.940, 6.648], [1.606, 7.405, 6.430], [0.278, 8.590, 6.447], [0.570, 7.601, 4.997], [-0.343, 6.540, 7.664], [-1.776, 4.983, 4.129], [-1.430, 6.719, 4.141], [-0.092, 5.525, 4.125], [-1.857, 3.177, -11.421], [-1.882, 3.085, -9.977], [-1.195, 3.835, -9.072], [-0.281, 4.909, -9.598], [-1.333, 3.625, -7.873], [-2.871, 3.383, -11.769], [-1.529, 2.215, -11.820], [-1.188, 3.961, -11.773], [-2.475, 2.386, -9.552], [0.196, 5.420, -8.761], [0.499, 4.465, -10.221], [-0.853, 5.642, -10.170]], "spin_multiplicity": 1, "homo_energy_ev": -8.74, "smiles": "[H]/N=C/C[C@](C#N)(CCOCC(F)(F)C(F)(F)C(F)(F)C(F)F)[C@H](C#N)CCCCCCC.CNC(C)=O.CNC(C)=O.CNC(C)=O.CNC(C)=O.CNC(C)=O.CNC(C)=O", "gap_ev": 8.52, "total_energy_ha": -3307.529881, "total_charge": 0}